20
Properties=species:S:1:pos:R:3 method="wB97M-V/def2-TZVPD" total_charge=+1 de_lowest_kj_mol=103.9 lumo_ha=-0.110 e_tot_ev=-29440.63796 gap_ha=0.3794
C -0.251 0.623 1.379
N -0.319 1.223 2.569
N 0.928 0.453 0.791
N -1.372 0.196 0.785
C 2.197 0.887 1.367
H 0.536 1.550 3.025
H -1.225 1.355 3.025
H 0.944 -0.011 -0.121
H -1.323 -0.264 -0.127
H -2.277 0.330 1.243
H 3.005 0.618 0.666
H 2.389 0.391 2.333
H 2.214 1.979 1.522
S 0.873 -0.333 -1.896
S -0.768 -1.454 -1.399
C -1.654 -1.533 -2.968
H 1.678 -1.331 -2.318
H -2.607 -2.056 -2.779
H -1.091 -2.094 -3.733
H -1.877 -0.528 -3.362